No. 1
DFT (wB97M-V/def2-TZVPD) results for a single C5H8O2 molecule.

Values from the calculation:
HOMO energy	-9.8	eV
LUMO	0.898	eV
total energy	-9408.2638	eV
SMILES	O=CCC1(O)CC1

Atoms and positions in Å:
O1 -0.569 -1.165 -1.011
C1 0.025 -0.430 0.016
C2 0.261 1.051 -0.291
C3 -0.603 1.579 -1.407
O2 -1.753 1.249 -1.590
C4 1.080 -1.174 0.760
C5 -0.244 -0.886 1.424
H1 -1.441 -0.766 -1.159
H2 0.027 1.663 0.592
H3 1.309 1.248 -0.544
H4 -0.121 2.318 -2.077
H5 1.954 -0.622 1.097
H6 1.271 -2.188 0.426
H7 -0.930 -1.721 1.534
H8 -0.267 -0.156 2.230

No. 2
DFT (wB97M-V/def2-TZVPD) results for a single C5H8O2 molecule at a distorted geometry.

Values from the calculation:
HOMO energy	-8.7	eV
LUMO	0.980	eV
total energy	-9406.8272	eV
SMILES	O=C[C@H](O)C1CC1

Atoms and positions in Å:
C1 -1.788 0.801 -0.173
C2 1.847 -0.413 0.022
C3 1.262 0.892 0.072
C4 0.378 -0.284 0.446
C5 -0.823 -0.652 -0.405
O1 -2.889 0.782 0.236
O2 -1.598 -1.711 -0.119
H1 -1.269 1.669 -0.628
H2 2.065 -0.997 -0.918
H3 2.563 -0.523 0.730
H4 1.531 1.734 0.674
H5 0.987 1.206 -0.923
H6 0.219 -0.199 1.573
H7 -0.687 -0.612 -1.455
H8 -1.798 -1.693 0.868

No. 3
DFT (wB97M-V/def2-TZVPD) results for a single C5H8O2 molecule at a distorted geometry.

Values from the calculation:
HOMO energy	-8.8	eV
LUMO	1.004	eV
total energy	-9403.6323	eV
SMILES	CC1[C@@H]2OCO[C@@H]12

Atoms and positions in Å:
C1 0.084 0.308 2.323
C2 0.049 0.717 0.840
C3 0.673 -0.050 -0.254
C4 -0.103 -0.727 -2.147
C5 -0.792 0.180 -0.331
H1 1.154 0.395 2.644
H2 -0.206 -0.758 2.268
H3 -0.549 0.901 3.118
H4 -0.082 1.795 0.720
H5 0.720 -1.129 0.011
H6 0.394 -1.661 -2.324
H7 -0.276 -0.346 -3.149
H8 -0.866 1.138 -1.007
O1 0.996 0.128 -1.542
O2 -1.196 -0.891 -1.169

No. 4
DFT (wB97M-V/def2-TZVPD) results for a single C5H8O2 molecule at a distorted geometry.

Values from the calculation:
HOMO energy	-9.0	eV
LUMO	0.720	eV
total energy	-9407.9167	eV
SMILES	O=C=CCCCO

Atoms and positions in Å:
O1 -0.192 -2.105 -1.706
C1 -0.939 -1.247 -0.882
C2 -0.163 -0.352 0.049
C3 0.643 0.887 -0.368
C4 0.524 1.788 0.855
C5 -0.128 1.311 1.901
O2 -0.713 0.855 2.807
H1 0.290 -1.547 -2.326
H2 -1.537 -1.888 -0.222
H3 -1.649 -0.620 -1.447
H4 0.462 -0.949 0.725
H5 1.702 0.663 -0.562
H6 0.249 1.355 -1.283
H7 -1.001 0.072 0.608
H8 1.012 2.743 0.992

No. 5
DFT (wB97M-V/def2-TZVPD) results for a molecular structure, C5H8O2.

Values from the calculation:
HOMO energy (alpha / beta)	-7.1 / -7.1	eV
LUMO (alpha / beta)	-0.013 / -0.014	eV
total energy	-9403.2024	eV

Atoms and positions in Å:
C1 1.896 -0.089 0.811
C2 0.560 0.095 0.147
C3 -0.052 -0.930 -0.634
C4 -0.758 0.081 1.035
O1 -1.531 -1.222 0.548
C5 -1.118 1.303 0.169
O2 0.242 1.409 -0.305
H1 2.727 -0.022 0.100
H2 1.919 -1.069 1.299
H3 2.013 0.677 1.581
H4 -0.606 -0.655 -1.526
H5 0.254 -1.968 -0.560
H6 -2.324 -0.928 0.077
H7 -1.825 1.148 -0.672
H8 -1.422 2.210 0.704

No. 6
DFT (wB97M-V/def2-TZVPD) results for a single C5H8O2 molecule at a distorted geometry.

Values from the calculation:
HOMO energy	-9.9	eV
LUMO	0.779	eV
total energy	-9406.7287	eV
SMILES	C=C(C)OC(C)=O

Atoms and positions in Å:
C1 1.415 1.307 0.672
C2 1.235 0.023 -0.180
C3 1.987 -0.981 -0.348
C4 -1.275 -0.037 -0.136
C5 -1.260 -0.912 1.014
H1 0.663 1.275 1.398
H2 1.141 2.299 0.038
H3 2.316 1.096 0.762
H4 1.914 -1.717 -1.096
H5 2.998 -0.921 -0.029
H6 -0.421 -0.468 1.758
H7 -1.246 -1.995 0.664
H8 -2.174 -0.884 1.519
O1 -0.036 -0.031 -0.792
O2 -2.190 0.645 -0.600

No. 7
DFT (wB97M-V/def2-TZVPD) results for a single C5H8O2 molecule at a distorted geometry.

Values from the calculation:
HOMO energy	-9.7	eV
LUMO	0.955	eV
total energy	-9408.1077	eV
SMILES	C1O[C@H]2C[C@@H]1CO2

Atoms and positions in Å:
C1 0.094 -0.567 1.355
O1 -1.232 -0.625 0.808
C2 -1.131 -0.292 -0.578
C3 0.265 -0.716 -0.982
C4 0.875 0.047 0.208
C5 0.232 1.426 -0.087
O2 -1.046 1.082 -0.808
H1 0.447 -1.573 1.629
H2 0.100 0.067 2.250
H3 -2.009 -0.687 -1.081
H4 0.520 -0.265 -1.946
H5 0.436 -1.788 -0.975
H6 1.967 -0.026 0.289
H7 -0.440 1.889 0.624
H8 0.922 2.027 -0.707

No. 8
DFT (wB97M-V/def2-TZVPD) results for a molecular structure, C5H8O2.

Values from the calculation:
HOMO energy	-9.0	eV
LUMO	0.774	eV
total energy	-9406.9608	eV

Atoms and positions in Å:
C1 1.611 -0.075 0.696
C2 0.596 0.114 -0.373
C3 -0.073 -0.860 -1.270
C4 -0.834 -0.262 -0.105
O1 -1.116 -1.069 0.993
C5 -1.026 1.253 -0.150
O2 0.257 1.450 -0.759
H1 2.621 -0.237 0.326
H2 1.288 -0.922 1.312
H3 1.591 0.823 1.325
H4 -0.266 -0.617 -2.312
H5 0.225 -1.887 -1.068
H6 -2.057 -1.072 1.196
H7 -1.838 1.738 -0.700
H8 -0.979 1.622 0.887

No. 9
DFT (wB97M-V/def2-TZVPD) results for a molecular structure, C5H8O2 at a distorted geometry.

Values from the calculation:
HOMO energy	-9.6	eV
LUMO	1.026	eV
total energy	-9406.8196	eV

Atoms and positions in Å:
O1 1.961 -0.935 -0.535
C1 1.112 -0.351 0.438
C2 0.643 1.042 0.027
C3 -0.700 0.654 -0.599
C4 -1.588 0.081 0.489
C5 -0.296 -1.059 0.378
O2 -0.560 -0.734 -1.033
H1 1.413 -1.073 -1.325
H2 1.706 -0.375 1.354
H3 0.499 1.680 0.905
H4 1.336 1.515 -0.666
H5 -1.056 1.275 -1.422
H6 -1.754 0.494 1.469
H7 -2.583 -0.068 -0.001
H8 -0.133 -2.147 0.522

No. 10
DFT (wB97M-V/def2-TZVPD) results for a single C5H8O2 molecule.

Values from the calculation:
HOMO energy	-9.4	eV
LUMO	0.834	eV
total energy	-9408.5593	eV
SMILES	O=C1CC[C@@H]1CO

Atoms and positions in Å:
O1 -1.498 0.112 1.942
C1 -0.506 -0.621 1.262
C2 0.217 0.336 0.326
C3 1.206 -0.389 -0.626
C4 0.149 -0.373 -1.758
C5 -0.598 0.676 -0.931
O2 -1.386 1.536 -1.208
H1 -1.973 -0.488 2.528
H2 -0.943 -1.451 0.679
H3 0.229 -1.062 1.957
H4 0.585 1.194 0.898
H5 2.069 0.234 -0.868
H6 1.555 -1.374 -0.304
H7 -0.415 -1.310 -1.814
H8 0.451 -0.077 -2.765

No. 11
DFT (wB97M-V/def2-TZVPD) results for a molecular structure, C5H8O2 at a distorted geometry.

Values from the calculation:
HOMO energy	-9.2	eV
LUMO	-0.488	eV
total energy	-9404.5798	eV

Atoms and positions in Å:
C1 -2.239 -0.086 -0.039
C2 -0.996 0.707 0.228
O1 -0.201 0.256 1.357
C3 0.929 0.458 0.505
C4 1.682 -0.778 0.066
C5 0.135 0.658 -0.728
O2 2.486 -0.391 -1.044
H1 -1.991 -1.132 -0.233
H2 -2.892 -0.027 0.833
H3 -2.756 0.315 -0.915
H4 -1.224 1.785 0.357
H5 1.625 1.242 0.819
H6 2.401 -1.065 0.830
H7 1.029 -1.627 -0.176
H8 1.988 -0.251 -1.865

No. 12
DFT (wB97M-V/def2-TZVPD) results for a single C5H8O2 molecule.

Values from the calculation:
HOMO energy	-8.8	eV
LUMO	0.779	eV
total energy	-9405.8253	eV

Atoms and positions in Å:
O1 -2.602 -0.098 0.740
C1 -1.689 -0.853 0.190
C2 -0.847 -0.084 -0.801
C3 0.553 0.059 -0.214
C4 1.718 -0.588 -0.818
O2 1.467 0.801 -1.006
C5 0.496 0.366 1.262
H1 -2.603 0.832 0.409
H2 -0.124 -0.412 1.733
H3 -1.235 0.932 -1.013
H4 -0.827 -0.642 -1.743
H5 2.582 -0.818 -0.194
H6 1.608 -1.208 -1.707
H7 0.023 1.343 1.427
H8 1.480 0.370 1.734

No. 13
DFT (wB97M-V/def2-TZVPD) results for a single C5H8O2 molecule.

Values from the calculation:
HOMO energy	-8.9	eV
LUMO	-0.215	eV
total energy	-9405.0097	eV

Atoms and positions in Å:
C1 -1.488 -0.367 0.820
C2 -0.535 -0.197 -0.347
O1 -0.230 1.162 -0.596
C3 1.180 1.323 -0.541
C4 1.697 -0.110 -0.628
O2 0.666 -0.834 0.011
C5 -1.939 -1.758 0.980
H1 -1.118 0.193 1.692
H2 -2.470 0.080 0.544
H3 -0.960 -0.645 -1.260
H4 1.470 1.797 0.405
H5 1.504 1.953 -1.374
H6 1.817 -0.436 -1.672
H7 2.627 -0.285 -0.082
H8 -2.222 -1.876 2.047

No. 14
DFT (wB97M-V/def2-TZVPD) results for a single C5H8O2 molecule at a distorted geometry.

Values from the calculation:
HOMO energy (alpha / beta)	-7.7 / -7.3	eV
LUMO (alpha / beta)	0.578 / 0.434	eV
total energy	-9406.3784	eV

Atoms and positions in Å:
C1 1.674 -0.585 0.332
C2 0.444 0.305 0.420
C3 0.250 1.281 -0.680
O1 -1.021 1.462 -0.862
C4 -1.802 0.676 -0.091
C5 -0.930 -0.422 0.439
O2 -0.963 -1.605 -0.359
H1 2.584 0.012 0.214
H2 1.584 -1.259 -0.524
H3 1.779 -1.198 1.232
H4 0.445 0.900 1.356
H5 0.933 1.978 -1.146
H6 -2.799 0.540 -0.494
H7 -1.177 -0.760 1.448
H8 -1.000 -1.325 -1.285

No. 15
DFT (wB97M-V/def2-TZVPD) results for a single C5H8O2 molecule at a distorted geometry.

Values from the calculation:
HOMO energy	-8.6	eV
LUMO	0.091	eV
total energy	-9407.5547	eV
SMILES	C/C=C(\O)C(C)=O

Atoms and positions in Å:
C1 2.344 -0.577 0.184
C2 -2.356 0.495 0.112
C3 0.076 -0.132 -0.205
C4 1.338 0.458 -0.594
C5 -0.884 0.691 0.307
O1 -0.133 -1.444 -0.518
O2 1.661 1.579 -0.860
H1 -1.014 -1.697 -0.206
H2 -0.563 1.671 0.627
H3 3.234 -0.001 0.418
H4 1.990 -1.051 1.095
H5 2.555 -1.336 -0.568
H6 -2.817 0.145 1.040
H7 -2.843 1.431 -0.163
H8 -2.590 -0.231 -0.669

No. 16
DFT (wB97M-V/def2-TZVPD) results for 2 unconnected molecules or ions with the total composition C5H8O2P at a distorted geometry.

Values from the calculation:
HOMO energy	-3.4	eV
LUMO	3.553	eV
total energy	-18696.1626	eV
total charge	-1

Atoms and positions in Å:
C1 -2.717 1.469 0.074
C2 -2.390 0.190 0.086
C3 -0.906 -1.562 -0.789
C4 -1.246 -0.271 -0.604
C5 1.869 0.161 1.279
O1 3.953 1.325 -0.466
O2 3.990 -1.197 0.128
P1 3.062 0.296 0.181
H1 -3.636 1.912 0.513
H2 -2.064 2.282 -0.313
H3 -2.949 -0.546 0.687
H4 0.177 -1.693 -1.218
H5 -1.551 -2.514 -0.772
H6 -0.503 0.528 -0.952
H7 1.414 1.125 1.282
H8 3.498 -1.506 0.885

No. 17
DFT (wB97M-V/def2-TZVPD) results for 2 unconnected molecules or ions with the total composition C5H8O2S at a distorted geometry.

Values from the calculation:
HOMO energy	-9.7	eV
LUMO	-0.492	eV
total energy	-20242.8521	eV

Atoms and positions in Å:
C1 -0.260 -0.183 -1.213
C2 -0.542 0.449 0.180
C3 0.555 -1.202 -0.461
C4 0.238 -0.705 0.744
C5 -1.993 0.591 0.602
O1 2.270 1.435 -0.112
O2 3.397 -0.531 0.797
S1 2.726 0.082 -0.319
H1 -1.146 -0.596 -1.690
H2 0.273 0.446 -1.922
H3 -0.008 1.396 0.311
H4 1.074 -2.084 -0.793
H5 0.477 -0.983 1.754
H6 -2.490 1.337 -0.012
H7 -2.054 0.903 1.641
H8 -2.517 -0.356 0.494

No. 18
DFT (wB97M-V/def2-TZVPD) results for a molecular structure, C5H8O2Yb at a distorted geometry.

Values from the calculation:
HOMO energy (alpha / beta)	-9.7 / -12.9	eV
spin multiplicity	2
LUMO (alpha / beta)	-4.375 / -4.367	eV
total energy	-40925.0839	eV
total charge	+1

Atoms and positions in Å:
O1 -0.177 0.308 0.045
C1 -0.451 -0.616 -0.802
Yb1 -2.801 -1.469 -1.827
O2 0.597 -1.199 -1.304
C2 1.915 -0.908 -0.935
C3 2.829 -1.857 -1.062
H1 3.876 -1.605 -0.904
H2 2.097 0.099 -0.567
H3 2.576 -2.855 -1.419
H4 -0.776 1.542 -0.170
C4 -1.417 0.736 1.615
H5 -2.202 -0.004 1.433
H6 -0.652 0.643 2.389
C5 -1.625 2.042 1.062
H7 -2.665 2.300 0.832
H8 -1.122 2.843 1.614

No. 19
DFT (wB97M-V/def2-TZVPD) results for a single C5H8O3 molecule at a distorted geometry.

Values from the calculation:
HOMO energy	-9.5	eV
LUMO	0.945	eV
total energy	-11452.2329	eV
SMILES	OC[C@@H]1O[C@@H]1[C@@H]1CO1

Atoms and positions in Å:
C1 -1.449 -0.618 -0.490
C2 -1.385 0.790 0.124
C3 -0.069 0.991 0.838
C4 1.242 0.047 0.742
C5 1.947 -0.044 -0.525
H1 -0.446 -1.983 0.242
H2 -2.449 -0.659 -1.029
H3 -0.737 -0.635 -1.302
H4 -2.231 1.160 0.480
H5 0.007 1.880 1.489
H6 1.672 0.195 1.733
H7 3.101 -0.156 -0.749
H8 1.408 0.230 -1.492
O1 -1.244 -1.574 0.474
O2 -0.385 1.549 -0.524
O3 1.018 -1.174 -0.011

No. 20
DFT (wB97M-V/def2-TZVPD) results for a single C5H8O3 molecule at a distorted geometry.

Values from the calculation:
HOMO energy	-9.6	eV
LUMO	0.869	eV
total energy	-11451.4599	eV
SMILES	O[C@H]1C([C@H]2CO2)[C@@H]1O

Atoms and positions in Å:
C1 0.538 0.651 -0.802
C2 1.405 0.053 0.279
C3 0.005 0.629 0.608
C4 -1.067 -0.223 0.944
C5 -2.092 -0.590 -0.013
H1 -0.147 -1.199 -1.677
H2 0.800 1.614 -1.228
H3 1.822 -0.981 0.473
H4 3.011 1.304 0.449
H5 0.276 1.661 1.339
H6 -1.553 -0.113 2.087
H7 -1.791 -0.177 -1.105
H8 -3.194 -0.741 0.275
O1 -0.089 -0.153 -1.996
O2 2.221 1.148 0.890
O3 -1.128 -1.555 0.268